{
  "formula": "C3H6OS",
  "method": "ωB97M-V/def2-TZVPD",
  "gap_ev": 9.804,
  "max_force_ha_per_bohr": 0.1027,
  "lumo_ev": 0.59,
  "e_above_lowest_kj_mol": 365.6,
  "e_tot_ev": -16087.2009,
  "species": ["C", "C", "C", "H", "H", "H", "H", "H", "H", "O", "S"],
  "xyz": [[1.5200, 0.4444, -0.2898], [0.0612, 0.8380, -0.4719], [-0.6408, 0.7436, 0.7656], [0.2374, -1.1876, 0.0996], [2.1415, 0.8686, 0.7435], [2.2049, 0.4065, -1.2712], [-0.1866, 1.7125, -0.9644], [-1.3229, 1.5164, 0.8324], [-0.0415, 0.5783, 1.7327], [1.2950, -1.0425, 0.3279], [-1.1897, -0.4819, -0.2387]]
}